1.
{
  "formula": "C44H37BrClGeN2O6Pd",
  "method": "ωB97M-V/def2-TZVPD",
  "symbols": ["Pd", "O", "C", "C", "C", "C", "C", "C", "C", "O", "N", "N", "C", "C", "Br", "C", "C", "C", "C", "C", "C", "C", "H", "H", "H", "H", "H", "H", "H", "H", "H", "H", "H", "H", "H", "H", "O", "C", "O", "C", "C", "Ge", "C", "C", "C", "C", "C", "C", "C", "C", "C", "C", "C", "C", "C", "C", "C", "C", "C", "C", "H", "H", "H", "H", "H", "H", "H", "H", "H", "H", "H", "H", "H", "H", "H", "H", "H", "H", "H", "Cl", "C", "C", "C", "C", "C", "C", "C", "O", "O", "H", "H", "H", "H"],
  "xyz": [[1.0546, 0.5620, -1.2353], [4.9384, -3.0549, -0.7552], [4.2661, -3.5108, -1.9417], [4.7736, -4.5740, -2.6921], [4.1097, -4.8906, -3.8691], [2.8613, -4.3086, -4.2069], [2.3901, -3.3480, -3.3331], [3.0824, -2.9057, -2.2375], [2.5175, -1.8237, -1.3887], [1.4858, -1.2626, -2.0502], [3.4998, -0.7595, -1.0558], [3.0697, 0.4427, -1.2461], [3.9871, 1.4112, -1.3533], [3.6864, 2.6140, -1.9713], [2.1013, 2.7604, -3.1100], [4.5743, 3.7145, -2.0993], [5.4193, 4.2358, -1.0998], [6.2199, 5.3552, -1.4528], [7.1158, 5.8950, -0.5508], [7.1824, 5.3940, 0.7700], [6.4171, 4.3024, 1.1689], [5.6186, 3.6857, 0.1951], [5.7292, -3.5656, -0.6726], [5.6524, -5.1132, -2.3193], [4.4974, -5.6492, -4.5289], [2.3620, -4.5276, -5.1789], [1.4264, -2.8943, -3.5601], [2.2802, -2.1627, -0.3539], [4.5082, -0.9993, -0.9949], [5.0303, 1.1087, -1.1055], [4.4669, 4.1636, -3.0472], [6.1736, 5.7252, -2.5070], [7.8230, 6.6419, -0.9208], [7.8277, 5.8688, 1.4732], [6.5383, 3.9449, 2.2112], [5.1667, 2.7165, 0.3401], [-0.4970, 3.4481, 0.6238], [0.3132, 2.5248, 0.6390], [1.1894, 2.2762, -0.2956], [0.4537, 1.6252, 1.9633], [-0.0374, 0.1267, 1.8304], [-1.9023, -0.1630, 2.1826], [-2.0452, -0.4538, 3.9939], [-1.5028, 0.5308, 4.8145], [-1.3498, 0.2486, 6.1775], [-1.6434, -1.0615, 6.6316], [-2.1720, -2.0245, 5.7550], [-2.5699, -1.7136, 4.4630], [-2.7466, -1.4857, 0.9463], [-4.0946, -1.7007, 1.2893], [-5.0029, -2.5417, 0.6950], [-5.0619, -3.1625, -0.6389], [-3.8028, -3.1704, -1.4597], [-2.0103, -2.1267, -0.1348], [-3.0758, 1.3743, 1.8502], [-4.0559, 1.8366, 2.7389], [-4.9683, 2.8039, 2.3464], [-4.6747, 3.5774, 1.1937], [-3.6471, 3.1805, 0.3551], [-2.9864, 1.9718, 0.5942], [0.1135, 2.1876, 2.8396], [1.5555, 1.5723, 2.1016], [0.5428, -0.5139, 2.5222], [0.1326, -0.1666, 0.7656], [-1.3968, 1.5853, 4.4881], [-0.8775, 1.0089, 6.7859], [-1.4452, -1.3739, 7.6368], [-2.1932, -3.0480, 6.1031], [-3.0484, -2.4091, 3.7762], [-4.4157, -1.3279, 2.2734], [-5.8160, -2.8555, 1.4184], [-5.7241, -4.0524, -0.6506], [-3.7180, -3.8789, -2.3033], [-1.0838, -1.6568, -0.3677], [-4.1784, 1.3047, 3.7137], [-5.8809, 3.0312, 2.9178], [-5.2894, 4.4624, 0.9934], [-3.4152, 3.7968, -0.5247], [-2.3569, 1.5130, -0.1925], [-7.4137, -0.9160, -3.1164], [-5.8302, -1.5824, -2.5991], [-5.9732, -2.1128, -1.3119], [-2.8589, -2.1610, -1.3501], [-2.6332, -1.4489, -2.5335], [-3.4371, -1.5653, -3.6608], [-4.8088, -1.6131, -3.7513], [-1.4587, -0.4480, -2.5756], [-1.1324, -0.1373, -3.7332], [-0.8892, -0.0438, -1.4586], [-6.9748, -2.1273, -0.8790], [-1.8547, -3.1788, 0.1551], [-2.9068, -1.5227, -4.6360], [-5.2959, -1.4348, -4.7222]],
  "atomic_forces_ev_per_a": [[1.0, -3.0, -1.8], [-1.4, -0.2, -1.5], [1.5, -0.5, 1.6], [-0.1, 0.5, 0.2], [-1.0, -0.3, -0.4], [1.5, -0.2, 0.0], [-1.6, 0.1, -1.5], [0.4, -0.1, 0.3], [-0.9, 0.8, 1.2], [-0.9, 0.7, 0.2], [1.3, -1.6, 0.0], [2.3, 2.6, -0.1], [-1.2, -2.6, 1.2], [1.2, 3.7, -1.5], [1.1, -0.2, 0.0], [-3.2, -3.5, 0.3], [2.3, 0.7, 1.1], [-0.1, -0.2, -0.5], [0.1, -0.4, 0.3], [-0.4, 0.3, -0.8], [0.2, 0.0, -0.6], [-0.2, 0.0, -0.4], [0.8, -0.5, 0.1], [-0.2, 0.2, -0.5], [0.2, -0.2, 0.0], [0.4, 0.1, 1.1], [0.3, 0.2, 0.2], [-0.4, -0.6, -0.4], [-1.0, 0.6, -0.2], [-0.7, 0.5, -0.4], [-0.1, 1.3, -0.6], [0.0, -0.2, 1.1], [-0.3, 0.0, 0.4], [0.4, 0.2, 0.4], [-0.3, 0.0, -0.9], [-0.3, 0.2, 0.6], [0.9, -0.8, 0.0], [-0.7, 0.4, 1.5], [-0.9, 0.9, 0.6], [1.1, -0.2, -1.0], [0.7, 1.1, -0.6], [-1.3, 0.7, -2.8], [-1.6, -1.7, 1.3], [-0.9, 0.0, 1.2], [0.0, -1.1, -0.3], [0.3, 0.8, -1.1], [-0.3, 0.0, 0.5], [2.3, 1.9, 0.3], [-0.4, 1.4, 2.4], [0.9, -0.7, 0.0], [-0.7, -1.0, 2.7], [-0.2, 1.3, -1.1], [-1.9, -2.9, 0.2], [-0.7, -0.8, 0.0], [0.0, 0.3, -0.5], [-0.4, -1.1, 0.6], [0.2, 1.0, -0.4], [-0.5, -0.5, 0.9], [-0.3, 0.1, -0.7], [0.4, 0.2, -0.2], [-0.5, -0.2, -0.3], [-0.4, 0.0, -0.1], [-0.2, 0.2, -0.5], [0.2, -0.1, 1.0], [0.4, -1.0, -0.2], [-0.3, -0.1, 0.4], [0.2, 0.1, 0.4], [-0.5, -0.1, 0.2], [0.3, 0.1, 0.2], [0.1, 0.2, -0.5], [0.6, 0.5, -1.2], [0.9, 0.0, 0.1], [-0.4, 0.6, 0.4], [0.6, 0.2, 0.1], [0.0, 0.5, -0.8], [0.7, -0.1, 0.0], [0.3, -0.4, -0.1], [-0.1, -0.5, 0.3], [-0.2, 0.5, 0.6], [0.5, 0.3, -0.3], [-0.2, -1.2, 1.3], [0.3, -0.3, -3.5], [1.3, 1.4, -3.1], [2.1, 0.3, 4.9], [-2.3, 0.0, -2.8], [-0.2, 0.6, 1.7], [0.9, 0.2, -1.5], [0.1, 0.1, 1.4], [-1.7, 0.2, -0.8], [0.2, 0.6, -0.1], [0.2, 0.0, 0.0], [-0.4, 0.3, 0.8], [0.4, -0.5, 0.5]],
  "e_homo_ev": [-4.5, -5.1],
  "spin_multiplicity": 3,
  "s2": 2.0545,
  "lumo_ha": [0.049, 0.049],
  "charge": -1,
  "homo_lumo_gap_ev": [5.8467, 6.4172]
}

2.
{
  "formula": "C44H37Cl4IN2O2RuSeSiTe2",
  "method": "ωB97M-V/def2-TZVPD",
  "symbols": ["Ru", "Cl", "C", "C", "C", "I", "C", "O", "C", "N", "C", "C", "C", "C", "H", "H", "H", "H", "Te", "C", "C", "C", "C", "C", "C", "H", "H", "H", "H", "H", "Cl", "Si", "Cl", "Cl", "Se", "C", "C", "C", "C", "C", "C", "H", "H", "H", "H", "H", "C", "C", "C", "C", "C", "C", "Te", "N", "C", "O", "C", "C", "C", "C", "C", "C", "C", "C", "C", "C", "C", "C", "C", "C", "C", "C", "H", "H", "H", "H", "H", "H", "H", "H", "H", "H", "H", "H", "H", "H", "H", "H", "H", "H", "H", "H", "H", "H", "H"],
  "xyz": [[-0.3503, -0.7361, 0.3378], [-5.8333, 0.9206, -3.9922], [-4.5344, 1.0204, -2.8439], [-4.5171, 2.0494, -1.9296], [-3.5102, 2.0957, -0.9833], [-3.4392, 3.6430, 0.4398], [-2.5303, 1.1065, -0.8764], [-1.7151, 1.0622, 0.1089], [-2.5023, 0.1055, -1.9026], [-1.4449, -0.7408, -1.9020], [-1.3978, -1.6783, -2.8364], [-2.4064, -1.8749, -3.7769], [-3.4720, -1.0109, -3.8133], [-3.5258, 0.0435, -2.8795], [-5.2989, 2.7926, -1.9362], [-0.5235, -2.3160, -2.8448], [-2.3228, -2.6949, -4.4751], [-4.2551, -1.1171, -4.5489], [-2.6083, 0.5432, 2.6329], [-3.1678, 1.2405, 4.5800], [-4.4945, 1.1361, 4.9779], [-4.9492, 1.7698, 6.1174], [-4.0769, 2.5179, 6.8906], [-2.7408, 2.5871, 6.5320], [-2.2901, 1.9522, 5.3896], [-5.1783, 0.5620, 4.3698], [-5.9919, 1.6945, 6.3940], [-4.4368, 3.0415, 7.7654], [-2.0501, 3.1563, 7.1393], [-1.2464, 2.0194, 5.1115], [3.3443, -2.4675, 0.1153], [1.8866, -3.2862, 1.3374], [2.0035, -5.2909, 1.0437], [2.4148, -2.8903, 3.2470], [0.4898, 0.9057, 2.2365], [1.1056, 0.1167, 3.8684], [0.2637, -0.6402, 4.6714], [0.7253, -1.1672, 5.8598], [2.0336, -0.9522, 6.2584], [2.8722, -0.1791, 5.4718], [2.4116, 0.3600, 4.2874], [-0.7628, -0.8140, 4.3655], [0.0553, -1.7427, 6.4839], [2.3951, -1.3791, 7.1826], [3.8888, 0.0114, 5.7924], [3.0603, 0.9715, 3.6754], [7.5625, 1.6531, -2.4369], [6.1809, 1.1027, -2.2411], [5.5157, 1.2327, -1.0382], [4.2349, 0.7215, -0.8560], [3.6351, 0.8460, 0.5074], [3.5838, 0.0780, -1.9081], [1.5562, -0.7074, -1.7047], [0.2921, -2.7842, 1.0772], [-0.1796, -3.0491, -0.1687], [0.5672, -3.2817, -1.1446], [-1.6458, -3.2537, -0.3020], [-2.5656, -2.6181, 0.5298], [-3.9218, -2.7788, 0.3113], [-4.3670, -3.6385, -0.6824], [-3.4555, -4.3165, -1.4765], [-2.1000, -4.1108, -1.3020], [0.7213, 1.1948, -2.3132], [0.5672, 2.1332, -1.2996], [-0.0413, 3.3545, -1.5206], [-0.4969, 3.6639, -2.7898], [-0.3502, 2.7388, -3.8043], [0.2380, 1.4965, -3.5831], [0.2981, 0.5258, -4.7233], [4.2590, -0.0832, -3.1228], [3.6606, -0.7983, -4.2963], [5.5388, 0.4311, -3.2704], [7.9708, 2.0143, -1.4955], [7.5345, 2.4851, -3.1412], [8.2273, 0.8898, -2.8419], [6.0008, 1.7284, -0.2080], [3.6463, 1.8815, 0.8443], [4.2052, 0.2486, 1.2172], [2.6045, 0.4859, 0.5115], [-2.2099, -2.0258, 1.3779], [-4.6320, -2.2464, 0.9273], [-5.4278, -3.7906, -0.8186], [-3.8064, -5.0066, -2.2306], [-1.3667, -4.6199, -1.9106], [0.9189, 1.9074, -0.2982], [-0.1782, 4.0433, -0.7004], [-0.9692, 4.6155, -2.9862], [-0.7016, 2.9735, -4.8000], [-0.7024, 0.3390, -5.1155], [0.7192, -0.4213, -4.3843], [0.9121, 0.9204, -5.5345], [3.0745, -1.6563, -3.9691], [4.4471, -1.1372, -4.9671], [3.0125, -0.1216, -4.8493], [6.0554, 0.2940, -4.2113]],
  "atomic_forces_ev_per_a": [[0.0, 1.9, 0.0], [-0.3, 0.1, -0.2], [-0.2, 0.4, 0.2], [-0.2, -0.5, -0.6], [0.5, 0.2, 0.8], [-0.1, 0.0, -0.4], [-0.3, 0.0, 0.1], [1.8, -0.9, -0.2], [-0.2, 0.3, -0.2], [-0.3, -1.2, 0.1], [0.3, 0.4, 0.4], [-0.5, 0.5, -0.4], [0.4, -0.3, 0.0], [0.2, -0.1, 0.1], [0.0, 0.1, 0.0], [0.0, -0.1, 0.2], [0.0, 0.0, 0.0], [-0.1, 0.0, 0.0], [-0.7, 0.2, 0.7], [0.3, -0.3, -0.3], [-0.1, -0.2, -0.2], [-0.1, 0.1, 0.1], [0.0, 0.0, 0.1], [0.0, 0.1, 0.2], [0.3, -0.1, -0.2], [-0.2, 0.0, -0.1], [-0.1, 0.0, 0.0], [0.0, 0.0, 0.1], [0.1, 0.0, 0.0], [0.1, 0.1, 0.0], [0.5, -0.2, 0.3], [-0.4, 0.5, -0.3], [0.1, -0.5, 0.0], [0.2, 0.0, 0.2], [-0.4, -0.8, -0.6], [0.0, 0.0, -0.1], [-0.3, 0.0, -0.1], [0.0, -0.1, 0.2], [0.0, 0.0, 0.1], [0.2, 0.0, 0.2], [-0.2, 0.1, -0.2], [0.1, 0.0, 0.0], [0.0, -0.1, 0.0], [0.0, 0.0, 0.1], [0.0, 0.0, 0.0], [0.1, 0.0, -0.1], [-0.1, 0.0, 0.0], [0.0, 0.0, 0.0], [0.0, -0.1, -0.2], [-0.1, 0.0, 0.2], [-0.3, 0.0, -0.1], [-0.1, 0.1, 0.6], [-0.3, 1.5, -0.3], [-0.1, 1.1, -0.2], [0.8, -0.9, 0.1], [-0.4, -0.6, -0.2], [-0.6, -0.4, 0.0], [0.4, -0.1, 0.1], [-0.1, 0.0, 0.0], [-0.1, 0.1, 0.1], [0.0, -0.1, 0.0], [0.1, 0.0, 0.2], [0.1, 0.0, 0.1], [0.3, 0.1, 0.3], [0.1, 0.0, 0.0], [0.0, 0.0, 0.0], [0.0, 0.0, -0.1], [0.1, -0.1, -0.1], [0.0, -0.1, 0.0], [-0.1, -0.1, -0.1], [0.0, 0.0, 0.0], [0.0, 0.0, 0.1], [0.1, 0.0, 0.0], [0.1, 0.0, 0.0], [0.1, 0.0, 0.0], [0.0, 0.1, 0.1], [-0.1, 0.1, 0.1], [0.0, -0.1, 0.1], [0.2, 0.1, 0.2], [-0.1, -0.1, -0.1], [0.0, 0.0, 0.1], [-0.1, 0.0, -0.1], [0.0, 0.0, -0.1], [0.0, 0.0, -0.1], [0.0, 0.0, -0.1], [0.0, 0.0, 0.1], [-0.1, 0.1, 0.0], [-0.1, 0.0, -0.1], [0.0, 0.0, 0.0], [0.0, 0.0, -0.2], [0.0, -0.1, -0.1], [0.0, 0.0, -0.2], [0.0, 0.0, -0.1], [-0.1, 0.0, -0.1], [0.0, 0.0, -0.1]],
  "e_homo_ev": [-4.1, -4.2],
  "spin_multiplicity": 2,
  "s2": 0.9104,
  "lumo_ha": [0.064, 0.053],
  "charge": -1,
  "homo_lumo_gap_ev": [5.8829, 5.6938]
}